# 1
DFT (wB97M-V/def2-TZVPD) results for a structure of composition C33H35BrNOS4Sn.

Each line ends with the Löwdin charge.
Geometry (Å):
Sn1 0.7476 0.5192 -0.6122  0.780
S1 1.2863 0.2611 -3.1410  0.490
C1 0.0757 -0.8075 -3.7943  -0.677
C2 0.2660 -1.2504 -5.1178  -0.130
C3 -0.6262 -2.0927 -5.7457  -0.100
C4 -1.7838 -2.5032 -5.0906  -0.108
C5 -2.0038 -2.0702 -3.7984  -0.123
C6 -1.0783 -1.2620 -3.1390  -0.508
S2 -1.4829 -0.8170 -1.4570  0.893
C7 -1.3485 -2.4720 -0.6958  -0.387
C8 -1.1381 -2.4549 0.7887  -0.346
C9 -1.5115 -3.5702 1.5334  -0.023
C10 -1.1290 -3.6393 2.8596  -0.057
C11 -0.3977 -2.5971 3.4020  -0.020
C12 -0.1182 -1.4907 2.6078  -0.338
C13 0.6581 -0.3448 3.1712  -0.386
S3 2.2814 -0.0880 2.3523  0.833
C14 2.8807 -1.7566 2.1925  -0.557
C15 3.5525 -2.2865 3.2944  -0.137
C16 4.0810 -3.5631 3.2722  -0.121
C17 3.9254 -4.3291 2.1210  -0.111
C18 3.2689 -3.8129 1.0241  -0.147
C19 2.7442 -2.5020 1.0005  -0.692
S4 2.0545 -1.9832 -0.5117  0.501
N1 -0.4899 -1.4327 1.3312  0.094
H1 1.1590 -0.9195 -5.6313  0.092
H2 -0.4269 -2.4268 -6.7569  0.097
H3 -2.5011 -3.1482 -5.5816  0.093
H4 -2.9045 -2.3667 -3.2733  0.100
H5 -0.4720 -2.9432 -1.1480  0.062
H6 -2.2434 -3.0369 -0.9534  0.080
H7 -2.0721 -4.3733 1.0730  0.110
H8 -1.3718 -4.5104 3.4553  0.104
H9 -0.0504 -2.6394 4.4255  0.111
H10 0.8412 -0.5068 4.2321  0.071
H11 0.1351 0.6033 3.0290  0.050
H12 3.6666 -1.6642 4.1740  0.092
H13 4.6183 -3.9464 4.1308  0.088
H14 4.3326 -5.3328 2.0754  0.094
H15 3.1544 -4.4067 0.1265  0.084
C20 -2.4982 8.0611 0.8344  -0.077
C21 -2.8455 7.4730 -0.5344  -0.564
C22 -4.3771 7.4696 -0.6684  -0.056
C23 -2.2463 8.3825 -1.6175  -0.053
C24 -2.3124 6.0519 -0.6979  -0.200
C25 -1.5545 5.4050 0.2595  -0.109
C26 -1.1304 4.1076 0.0352  -0.558
Br1 -0.0871 3.2840 1.4133  0.705
C27 -1.4020 3.3431 -1.1211  -0.412
O1 -0.9674 2.1257 -1.2356  -0.385
C28 -2.1894 4.0380 -2.1130  -0.083
C29 -2.5955 5.3366 -1.8650  -0.004
C30 -2.5885 3.3639 -3.4263  -0.537
C31 -1.3306 2.9457 -4.1960  -0.042
C32 -3.4710 2.1478 -3.1170  -0.041
C33 -3.4037 4.2808 -4.3449  -0.084
H16 -2.9247 9.0630 0.9234  0.078
H17 -1.4179 8.1404 0.9695  0.083
H18 -2.9069 7.4459 1.6381  0.085
H19 -4.7741 8.4782 -0.5181  0.077
H20 -4.8185 6.8071 0.0782  0.088
H21 -4.6928 7.1251 -1.6533  0.073
H22 -2.6359 9.4007 -1.5206  0.077
H23 -2.4882 8.0193 -2.6168  0.075
H24 -1.1593 8.4161 -1.5247  0.087
H25 -1.2704 5.8848 1.1859  0.083
H26 -3.1720 5.8356 -2.6338  0.084
H27 -0.7183 2.2780 -3.5997  0.033
H28 -0.7318 3.8249 -4.4477  0.090
H29 -1.5999 2.4287 -5.1226  0.084
H30 -2.9432 1.4591 -2.4707  0.040
H31 -3.7424 1.6266 -4.0405  0.083
H32 -4.3865 2.4646 -2.6101  0.088
H33 -2.8329 5.1589 -4.6566  0.082
H34 -4.3329 4.6088 -3.8715  0.079
H35 -3.6683 3.7197 -5.2438  0.080

Force components x, y, z for each atom (eV/Å):
0.1 0.2 0.1
0.0 0.0 0.1
0.0 0.0 0.0
0.0 -0.1 0.0
0.0 0.1 0.0
0.0 -0.1 0.0
0.0 -0.1 0.0
-0.2 0.0 0.0
0.2 -0.1 0.1
0.0 0.2 -0.3
0.0 -0.1 0.1
0.0 0.0 0.0
0.1 0.0 -0.1
0.0 0.0 0.0
-0.1 -0.2 0.1
0.4 0.1 -0.1
-0.1 -0.1 -0.1
-0.1 0.1 0.0
0.0 -0.1 0.0
0.1 0.0 0.1
0.0 0.0 0.0
0.0 0.0 0.1
-0.1 -0.1 0.2
0.1 0.2 -0.3
-0.1 0.2 -0.1
0.0 0.0 0.0
0.0 0.0 0.0
0.0 0.0 0.0
0.0 0.0 0.0
0.0 0.0 0.0
0.0 0.0 0.0
0.0 0.0 0.0
0.0 0.0 0.0
0.0 0.1 0.0
-0.1 0.0 0.0
-0.1 0.0 0.0
0.0 0.0 0.0
0.0 0.0 0.0
0.0 0.0 0.0
0.0 0.0 0.0
0.0 0.0 -0.1
0.0 0.0 0.0
0.1 0.0 0.0
0.0 0.0 0.1
-0.1 0.1 0.0
0.0 0.0 0.0
0.0 0.0 0.1
-0.1 0.1 0.0
0.2 -0.2 0.1
-0.4 0.2 -0.4
0.1 0.0 0.1
0.0 0.0 0.0
0.0 0.0 0.0
0.0 -0.1 0.0
0.1 0.0 -0.1
0.0 0.0 0.0
0.0 0.0 0.0
0.0 0.0 0.0
0.0 0.0 0.0
0.0 0.0 0.0
0.0 0.0 0.0
0.0 0.0 0.0
0.0 0.0 0.0
0.0 0.0 0.0
0.0 0.0 0.0
0.0 0.0 0.0
0.0 0.0 0.1
0.1 -0.1 0.1
0.0 0.0 0.0
0.0 0.0 0.0
0.1 -0.2 0.2
0.0 0.0 0.0
0.0 0.0 0.0
0.0 0.0 0.0
0.0 0.0 0.0
0.0 0.0 0.0

Values from the calculation:
frontier orbital gap	6.73	eV
highest occupied orbital energy	-4.318	eV
multiplicity	1
E	-5789.7172	Ha
energy above the lowest of the compared OMol25 structures with the same formula, charge and spin	0.0	kJ/mol
charge	-1

---

# 2
DFT (wB97M-V/def2-TZVPD) results for a structure of composition C33H35Cl2NPS3Sr.

Each line ends with the Löwdin charge.
Geometry (Å):
Sr1 0.2520 1.6437 1.8847  0.891
C1 -0.8658 2.7501 -1.7753  -0.468
C2 -2.1271 2.1057 -1.2012  -0.513
S1 -1.9932 1.4752 0.4966  0.781
C3 -1.8260 3.2798 1.2617  -0.403
C4 -0.6961 3.9106 2.2899  -0.514
S2 1.1586 4.2221 1.8925  0.804
C5 1.0646 4.9253 0.2168  -0.536
C6 1.4942 3.9756 -0.9067  -0.505
S3 0.5926 2.4366 -0.7674  0.811
H1 -1.0027 3.8349 -1.8148  0.079
H2 -0.6573 2.3774 -2.7758  0.066
H3 -2.4247 1.2374 -1.7872  0.021
H4 -2.9513 2.8193 -1.1797  0.081
H5 -2.7378 3.4230 1.8396  0.071
H6 -1.8875 3.9552 0.4074  0.047
H7 -0.6861 3.3529 3.2658  0.032
H8 -1.1170 4.8989 2.4738  0.073
H9 1.6657 5.8364 0.2443  0.070
H10 0.0150 5.1922 0.0562  0.067
H11 2.5472 3.7049 -0.8200  0.079
H12 1.3115 4.4237 -1.8847  0.084
C7 -0.3614 -3.7823 -4.0191  -0.049
C8 1.0560 -3.7764 -3.5145  -0.261
C9 1.9033 -4.7534 -4.0395  -0.071
C10 3.2125 -4.9035 -3.6205  -0.101
C11 3.7064 -4.0623 -2.6377  -0.098
C12 2.8902 -3.0721 -2.1241  -0.113
C13 1.5682 -2.8925 -2.5425  -0.299
P1 0.8198 -1.4633 -1.6347  1.112
C14 -0.6689 -0.9453 -2.5587  -0.324
C15 -1.9510 -1.0654 -2.0190  -0.111
C16 -3.0670 -0.6160 -2.7089  -0.118
C17 -2.9146 -0.0012 -3.9445  -0.099
C18 -1.6407 0.1719 -4.4652  -0.068
C19 -0.5129 -0.2889 -3.7920  -0.311
C20 0.8492 -0.1015 -4.3963  -0.067
C21 0.2059 -2.2115 -0.1203  -0.365
C22 -0.6234 -3.3503 -0.1513  -0.150
C23 -1.2058 -3.8792 0.9697  -0.134
C24 -0.9671 -3.2134 2.1960  -0.104
C25 -0.1267 -2.1402 2.2676  -0.063
C26 0.5778 -1.6276 1.1263  -0.374
C27 1.5485 -0.6212 1.3096  -0.231
H13 -0.5811 -4.7462 -4.4801  0.074
H14 -0.5384 -3.0128 -4.7703  0.077
H15 -1.0840 -3.6173 -3.2239  0.061
H16 1.5045 -5.4297 -4.7877  0.102
H17 3.8350 -5.6804 -4.0467  0.095
H18 4.7206 -4.1689 -2.2749  0.097
H19 3.2828 -2.4080 -1.3613  0.096
H20 -2.0722 -1.5267 -1.0467  0.102
H21 -4.0510 -0.7433 -2.2741  0.110
H22 -3.7781 0.3519 -4.4949  0.098
H23 -1.5114 0.6701 -5.4206  0.106
H24 0.8034 0.5592 -5.2642  0.074
H25 1.2806 -1.0518 -4.7178  0.076
H26 1.5470 0.3128 -3.6626  0.065
H27 -0.8004 -3.8206 -1.1163  0.086
H28 -1.8345 -4.7578 0.9192  0.078
H29 -1.4486 -3.5544 3.1050  0.095
H30 0.0246 -1.6407 3.2206  0.103
H31 2.2240 -0.4119 0.4891  -0.007
H32 1.9382 -0.4677 2.3145  0.029
Cl1 2.6936 2.4099 5.1937  0.563
C28 1.3120 1.8741 6.1534  -0.612
C29 1.4125 1.9677 7.5207  -0.183
C30 0.3425 1.5771 8.3315  -0.166
C31 -0.8015 1.1021 7.6884  -0.183
C32 -0.8529 1.0295 6.3161  -0.630
Cl2 -2.3347 0.4330 5.5850  0.562
C33 0.1735 1.4216 5.3972  -0.614
N1 0.1043 1.3779 4.0949  -0.298
H33 2.3306 2.3437 7.9524  0.080
H34 0.3973 1.6424 9.4082  0.068
H35 -1.6652 0.7797 8.2554  0.080

Force components x, y, z for each atom (eV/Å):
2.3 -3.6 2.2
0.0 0.5 0.0
-0.1 -0.3 0.1
-1.4 1.9 -0.1
0.5 0.3 0.4
-0.6 0.3 -0.4
-1.2 0.6 0.1
-0.2 0.1 -0.1
0.0 0.3 0.5
0.5 -0.4 -1.4
0.1 -0.1 -0.1
-0.2 0.1 -0.1
0.1 0.4 0.1
0.0 -0.1 -0.2
0.0 -0.2 0.1
0.0 -0.2 0.0
0.1 0.2 -0.4
0.1 0.0 0.0
-0.1 0.0 -0.2
0.2 0.2 0.0
0.0 0.1 -0.1
0.2 0.0 0.0
-0.1 0.1 0.1
0.1 0.1 0.2
0.0 0.0 0.0
0.0 0.0 0.0
0.0 0.0 0.0
0.1 0.0 0.0
-0.2 -0.1 -0.2
0.3 -0.1 0.2
-0.2 -0.2 0.0
0.0 -0.2 -0.1
-0.1 -0.2 -0.2
-0.1 0.0 0.0
0.0 0.0 0.0
0.0 -0.1 -0.1
0.1 0.1 -0.1
-0.2 -0.2 -0.2
0.2 0.2 -0.3
0.0 0.0 0.3
0.0 0.0 -0.1
-0.2 0.0 0.2
0.3 0.3 0.3
0.0 -0.1 -0.3
0.0 0.0 0.0
0.0 0.1 -0.1
0.0 0.0 0.0
0.0 0.0 0.0
0.0 0.0 0.0
0.0 0.0 0.0
0.0 0.0 0.0
0.0 -0.1 0.0
0.0 0.0 0.0
0.0 0.0 0.0
0.0 0.0 0.0
0.0 0.0 0.0
0.0 -0.1 0.0
0.0 0.0 0.0
0.0 0.0 0.1
0.0 0.0 0.0
0.0 0.0 0.0
0.1 0.0 0.0
0.1 0.0 0.0
0.0 -0.1 0.0
0.1 0.0 0.1
0.5 0.3 0.0
-0.2 -0.1 0.0
0.0 0.0 -0.2
0.1 0.0 0.0
-0.6 -0.2 0.2
-0.2 -0.1 0.0
0.1 0.0 -0.7
-0.2 0.5 0.4
0.0 0.0 0.0
0.0 0.0 0.0
0.0 0.0 0.0

Values from the calculation:
frontier orbital gap	4.01	eV
highest occupied orbital energy	-2.452	eV
multiplicity	1
E	-3820.1854	Ha
energy above the lowest of the compared OMol25 structures with the same formula, charge and spin	0.0	kJ/mol
charge	-1

---

# 3
DFT (wB97M-V/def2-TZVPD) results for a structure of composition C33H35F5N4OP2Zr.

Each line ends with the Löwdin charge.
Geometry (Å):
Zr1 -1.9167 -1.3415 0.3094  1.526
C1 3.8705 0.2009 -3.9200  -0.101
C2 4.1455 0.3491 -2.6243  -0.144
C3 4.4977 1.6514 -1.9839  -0.173
C4 3.5611 2.8230 -2.3445  -0.184
C5 2.1017 2.4767 -2.4550  -0.124
C6 1.5570 2.0825 -3.6051  -0.092
C7 2.3463 2.0663 -4.8866  -0.172
C8 3.7188 1.3568 -4.8599  -0.189
C9 -4.1344 -0.7970 0.4032  -0.225
H1 3.9220 -0.7880 -4.3991  0.108
H2 4.2492 -0.5127 -1.9759  0.076
H3 5.5166 1.9732 -2.2654  0.133
H4 4.5002 1.5067 -0.8918  0.102
H5 3.6761 3.5805 -1.5538  0.117
H6 3.9282 3.3139 -3.2576  0.109
H7 1.5044 2.7328 -1.5799  0.067
H8 0.4955 1.8547 -3.7028  0.098
H9 2.5798 3.0880 -5.2498  0.133
H10 1.7334 1.5945 -5.6691  0.111
H11 3.8721 0.9494 -5.8701  0.117
H12 4.5254 2.0944 -4.7278  0.114
H13 -4.7388 -1.7247 0.3232  0.035
H14 -4.5423 -0.0531 -0.3050  0.009
H15 -4.3347 -0.3998 1.4232  0.020
P1 -1.3791 1.1061 0.3423  0.981
P2 0.5708 -1.2550 1.1123  1.001
N1 -1.9184 2.0968 -1.0191  -0.251
N2 -1.9677 2.1683 1.7166  -0.208
N3 0.9608 -1.8379 -0.5164  -0.261
N4 1.6076 -2.2777 2.1003  -0.240
C10 0.3949 1.4664 0.3704  -0.345
C11 1.2980 0.4122 1.0884  -0.308
C12 -2.7691 1.6439 -2.0361  -0.153
C13 -3.0909 2.7212 -2.8454  -0.048
C14 -2.4015 3.8682 -2.3215  -0.035
C15 -1.6761 3.4529 -1.2149  -0.112
C16 -3.3201 2.4358 1.9655  -0.122
C17 -3.4024 3.3219 3.0382  -0.046
C18 -2.0708 3.5835 3.4855  -0.045
C19 -1.2126 2.8561 2.6619  -0.133
C20 0.1558 -2.6189 -1.3721  -0.176
C21 0.8994 -2.8615 -2.5289  -0.015
C22 2.1456 -2.2069 -2.3918  -0.015
C23 2.1272 -1.5364 -1.1840  -0.120
C24 2.9114 -2.7488 1.8927  -0.104
C25 3.2808 -3.5354 2.9760  -0.036
C26 2.1714 -3.5434 3.8936  -0.051
C27 1.1662 -2.7683 3.3473  -0.125
H16 0.5404 2.4402 0.8574  0.090
H17 0.7239 1.5638 -0.6746  0.051
H18 2.3177 0.4058 0.6593  0.091
H19 1.3903 0.6935 2.1547  0.107
H20 -3.0344 0.5957 -2.1124  0.082
H21 -3.7578 2.7098 -3.6972  0.112
H22 -2.4197 4.8755 -2.7104  0.114
H23 -1.0154 3.9853 -0.5348  0.123
H24 -4.0927 1.9553 1.3857  0.098
H25 -4.3133 3.7185 3.4671  0.113
H26 -1.7754 4.2214 4.3031  0.111
H27 -0.1368 2.7361 2.7020  0.098
H28 -0.7770 -3.0889 -1.0289  0.074
H29 0.5893 -3.4253 -3.3984  0.125
H30 2.9785 -2.2173 -3.0767  0.107
H31 2.8130 -0.8316 -0.7411  0.086
H32 3.4422 -2.4960 0.9851  0.103
H33 4.2292 -4.0379 3.1136  0.115
H34 2.1284 -4.0876 4.8309  0.115
H35 0.1906 -2.4876 3.7181  0.097
F1 -4.7359 -5.5031 4.8088  0.149
C28 -4.0584 -4.5065 4.2033  -0.092
C29 -3.7190 -4.6069 2.8522  -0.113
F2 -3.9742 -5.7264 2.1356  0.140
C30 -3.1257 -3.5308 2.2467  -0.079
F3 -2.8633 -3.5702 0.8404  -0.031
C31 -2.7897 -2.3617 2.9601  -0.266
O1 -2.1814 -1.3515 2.3340  -0.308
C32 -3.1180 -2.2786 4.3318  -0.105
F4 -2.8437 -1.1302 4.9878  0.134
C33 -3.7234 -3.3668 4.9420  -0.091
F5 -4.0039 -3.3168 6.2627  0.149

Force components x, y, z for each atom (eV/Å):
-3.3 -3.2 1.8
0.5 -0.2 0.1
0.5 -0.2 -0.6
-0.3 0.4 0.3
0.2 0.8 0.4
0.1 0.4 -0.2
0.1 0.5 0.0
0.0 -0.3 -0.6
0.5 -0.3 -0.9
0.3 1.2 0.1
-0.5 0.3 0.4
0.4 -0.2 -0.3
-0.2 -0.4 0.2
0.1 0.1 -0.2
0.0 -0.1 -0.2
-0.3 -0.2 0.3
0.0 -0.2 -0.4
0.1 0.2 0.2
-0.5 -0.3 0.3
0.1 0.2 0.2
0.0 0.3 0.2
-0.2 -0.3 0.1
0.6 0.1 -0.2
0.1 -0.4 0.2
0.2 -0.2 -0.6
-1.1 6.6 0.3
3.8 -1.2 -0.3
0.4 -1.7 0.9
0.1 -1.7 -1.4
-0.4 1.0 0.8
-1.5 0.8 -0.1
1.0 -0.7 0.3
0.0 0.6 0.5
-0.3 0.8 -0.6
0.5 -0.6 0.9
0.6 -0.9 0.9
-0.4 0.4 -0.4
0.1 0.6 0.9
0.4 -1.0 -1.0
0.6 -1.0 -1.2
-0.2 0.5 0.9
0.2 0.2 -0.3
-0.6 0.1 0.5
-0.3 0.4 0.8
-0.3 -0.5 -0.2
0.4 -0.5 0.4
-1.1 1.0 -0.7
-0.5 0.5 -0.7
0.7 -0.5 0.2
-0.1 -0.2 -0.3
-0.4 -0.2 0.3
-0.5 0.1 0.3
0.1 -0.2 -0.3
-0.1 0.2 0.0
0.2 -0.1 0.1
0.0 -0.1 0.0
-0.3 0.0 -0.2
0.0 0.2 -0.1
0.1 -0.1 -0.2
0.0 0.0 -0.1
-0.2 0.2 0.1
0.4 -0.4 -0.1
-0.1 0.0 0.2
-0.2 0.1 -0.1
0.0 -0.3 -0.2
0.0 -0.1 0.2
-0.2 0.1 -0.1
0.0 0.2 -0.2
0.1 -0.1 0.0
0.9 0.9 -0.7
-0.5 -0.7 0.6
-0.6 -1.4 -0.4
0.1 1.2 0.8
0.2 0.7 0.2
0.5 0.8 1.2
-0.7 -0.6 0.3
0.9 -0.3 -2.2
0.4 0.5 -0.7
-0.2 -1.2 -0.5
-0.4 0.0 1.2
0.2 -0.1 -1.5

Values from the calculation:
frontier orbital gap	4.92	eV
highest occupied orbital energy	-13.566	eV
multiplicity	1
E	-2801.0812	Ha
energy above the lowest of the compared OMol25 structures with the same formula, charge and spin	34.4	kJ/mol
charge	+2